C30H20F10N9Ti as an isolated structure, computed with ωB97M-V/def2-TZVPD.

Element x y z (Å)
Ti: 0.701 -0.349 0.523
F: -1.779 -1.562 -4.388
F: -2.323 2.764 -1.192
F: -1.829 3.094 -3.784
F: 2.330 5.629 -1.669
F: -2.235 -1.941 -1.825
F: -1.568 0.936 -5.422
F: 0.842 0.442 -1.525
F: 1.710 4.392 -4.001
F: 0.950 1.744 -3.943
F: 2.219 4.368 0.664
N: -1.040 -1.545 0.643
N: -1.281 0.996 0.758
N: -0.751 -2.892 0.736
N: 0.924 -2.047 -0.656
N: 2.524 -0.939 1.012
N: 6.171 -2.696 -0.664
N: 0.503 -0.149 2.689
N: 4.928 -1.017 0.683
N: 1.404 1.509 0.708
C: -2.268 -1.158 0.593
C: -4.803 0.019 0.851
C: 1.900 -4.608 -1.028
C: 2.477 -3.513 -1.727
C: -1.910 -0.504 -3.604
C: 0.329 -3.096 -0.018
C: -0.862 0.280 3.095
C: -1.435 1.347 2.190
C: 5.572 -1.931 -0.042
C: -3.802 0.829 0.507
C: -2.442 0.282 0.155
C: 1.967 4.356 -1.657
C: 0.793 -1.415 3.423
C: 1.902 3.687 -0.443
C: 1.523 2.342 -0.378
C: 1.269 2.396 -2.832
C: -1.942 1.865 -3.301
C: -2.182 1.662 -1.958
C: 0.850 -4.414 -0.192
C: 1.546 0.868 3.058
C: -4.616 -1.425 0.964
C: 3.693 -1.013 0.824
C: 1.210 1.776 -1.607
C: -2.146 -0.679 -2.246
C: 1.682 2.006 2.051
C: 1.972 -2.279 -1.505
C: -1.803 0.767 -4.136
C: -2.267 0.397 -1.373
C: 1.653 3.728 -2.855
C: -3.412 -2.004 0.830
H: -5.788 0.425 1.038
H: 2.484 0.325 3.110
H: -1.132 1.866 0.263
H: -3.249 -3.065 0.941
H: -0.825 0.645 4.126
H: 2.704 2.387 2.126
H: 0.377 -5.223 0.345
H: 3.311 -3.647 -2.399
H: 1.327 1.253 4.057
H: 2.395 -1.403 -1.980
H: -3.951 1.896 0.393
H: 0.093 -2.183 3.097
H: 2.300 -5.604 -1.168
H: -2.487 1.491 2.442
H: 0.680 -1.241 4.495
H: -1.492 -0.608 3.088
H: -5.485 -2.035 1.179
H: 1.026 2.843 2.307
H: 1.807 -1.731 3.204
H: -0.942 2.303 2.350

As for the total charge: +1. For the energy above the lowest of the compared OMol25 structures with the same formula, charge and spin, the calculation gives 25.79 kJ/mol. As for the maximum force: 0.4 eV/Å. As for the spin multiplicity: 1. For the gap between HOMO and LUMO, the calculation gives 5.89 eV. The calculation puts the LUMO energy at -4.797 eV.

---

C30H21F15GeN2O12SSeV as an isolated structure at a distorted geometry, computed with ωB97M-V/def2-TZVPD.

Element x y z (Å)
Se: 3.481 -4.978 2.574
Ge: -1.441 1.773 -2.292
V: 1.266 -2.994 1.854
S: -0.455 0.236 -1.264
F: -7.206 3.475 -1.094
F: 0.472 5.789 0.501
F: -3.516 0.862 0.030
F: -0.807 3.459 0.134
F: 0.931 6.278 -4.131
F: -6.040 1.613 0.471
F: -1.172 -0.956 -7.718
F: 1.363 7.191 -1.632
F: -0.355 3.977 -4.530
F: 0.829 1.571 -4.347
F: -5.834 4.589 -3.137
F: -3.563 -0.761 -6.473
F: 1.017 0.219 -6.650
F: -3.305 3.822 -3.636
F: -3.793 0.618 -4.199
O: 2.595 -2.179 3.137
O: 2.755 -4.898 4.042
O: -2.076 -1.955 1.845
O: 0.089 -3.735 3.199
O: 2.333 -4.459 1.398
O: 3.880 -6.512 2.172
O: -0.232 -3.863 0.544
O: 0.520 -0.795 2.517
O: 1.931 -1.710 0.489
O: -1.650 -5.128 3.557
O: 4.791 -3.983 2.491
O: -3.322 -2.088 -0.023
N: 2.710 0.286 -0.219
N: 2.880 -1.434 5.217
C: -3.307 2.307 -1.830
C: -0.292 1.051 -4.864
C: -1.202 -3.099 -0.125
C: -2.490 -0.158 -5.951
C: 0.723 6.038 -1.813
C: 1.230 0.183 1.766
C: 2.419 -0.723 6.386
C: -5.248 3.665 -2.368
C: -5.350 2.157 -0.531
C: -0.146 4.355 -3.262
C: 2.165 -1.549 4.091
C: -4.037 1.778 -0.783
C: 0.508 5.563 -3.083
C: -0.371 4.113 -0.948
C: 0.820 -0.846 3.908
C: -2.581 0.571 -4.779
C: -1.276 -0.263 -6.586
C: -1.500 1.217 -4.210
C: 0.276 5.318 -0.732
C: -2.207 -2.338 0.721
C: -3.949 3.255 -2.600
C: -5.949 3.103 -1.327
C: 4.128 -2.192 5.341
C: -0.163 0.339 -6.039
C: 1.970 -0.486 0.614
C: -0.577 3.581 -2.207
C: 3.246 -0.328 -1.426
C: -0.796 -4.586 2.850
C: 2.541 1.727 -0.254
C: -0.756 -4.954 1.345
H: -1.752 -3.717 -0.837
H: -0.055 -5.773 1.225
H: 2.561 -1.353 7.267
H: 4.003 -2.988 6.080
H: 3.407 -1.385 -1.241
H: 2.983 0.204 6.537
H: 2.538 -0.212 -2.255
H: 0.500 0.875 1.342
H: 4.193 0.150 -1.676
H: -0.663 -2.336 -0.682
H: 3.383 2.159 -0.796
H: 1.614 2.000 -0.770
H: 4.933 -1.513 5.649
H: 0.034 -1.457 4.349
H: 1.933 0.734 2.399
H: -3.837 -1.428 0.463
H: 4.374 -2.666 4.385
H: 0.813 0.157 4.337
H: 2.526 2.147 0.752
H: -1.755 -5.239 1.023
H: 1.359 -0.484 6.318

As for the total charge: -2. For the energy above the lowest of the compared OMol25 structures with the same formula, charge and spin, the calculation gives 116.06 kJ/mol. As for the maximum force: 2.6 eV/Å. As for the spin multiplicity: 4. For the gap between HOMO and LUMO (alpha / beta), the calculation gives 3.29 / 5.72 eV. The calculation puts the LUMO energy (alpha / beta) at 3.180 / 3.180 eV.

---

C30H22BiN3O2P as an isolated structure at a distorted geometry, computed with ωB97M-V/def2-TZVPD.

Element x y z (Å)
Bi: 8.285 15.019 8.489
P: 8.743 12.633 9.504
O: 4.932 12.387 9.583
O: 6.281 14.078 8.989
N: 8.196 16.027 10.582
N: 14.844 20.638 14.512
N: 10.454 15.477 8.719
C: 9.300 16.585 11.304
C: 12.477 16.917 12.498
C: 8.818 16.945 12.622
C: 7.188 12.297 10.393
C: 10.185 12.221 10.430
C: 7.438 16.690 12.610
C: 11.563 17.472 11.688
C: 7.120 16.183 11.364
C: 11.518 18.866 11.532
C: 8.031 9.532 6.914
C: 9.937 11.554 7.237
C: 7.812 10.549 7.836
C: 12.385 19.687 12.228
C: 13.298 19.111 13.131
C: 12.446 11.565 11.928
C: 11.778 10.590 11.239
C: 14.249 19.971 13.803
C: 11.188 16.172 9.704
C: 10.629 10.914 10.489
C: 10.956 13.244 11.060
C: 12.613 15.467 8.076
C: 10.598 16.707 10.858
C: 8.773 11.568 8.041
C: 12.082 12.888 11.811
C: 11.285 15.104 7.771
C: 12.510 16.232 9.261
C: 13.354 17.732 13.220
C: 6.008 12.909 9.554
C: 10.116 10.516 6.287
C: 9.221 9.512 6.131
H: 10.717 19.328 10.880
H: 6.680 16.935 13.298
H: 10.016 10.135 10.125
H: 10.590 14.277 10.995
H: 12.658 15.849 12.660
H: 13.479 15.134 7.536
H: 12.722 13.664 12.247
H: 13.362 16.737 9.735
H: 14.070 17.308 13.852
H: 12.170 9.562 11.345
H: 11.050 10.465 5.753
H: 7.028 11.223 10.526
H: 6.848 10.604 8.383
H: 7.125 12.743 11.353
H: 10.660 12.381 7.291
H: 13.268 11.247 12.584
H: 9.455 8.628 5.564
H: 10.973 14.631 6.816
H: 7.183 8.882 6.789
H: 6.206 15.967 10.857
H: 12.408 20.747 12.025
H: 9.296 17.411 13.462

As for the total charge: +1. For the energy above the lowest of the compared OMol25 structures with the same formula, charge and spin, the calculation gives 58.50 kJ/mol. As for the maximum force: 2.8 eV/Å. As for the spin multiplicity: 1. For the gap between HOMO and LUMO, the calculation gives 6.94 eV. The calculation puts the LUMO energy at -4.454 eV.